This record from OMol25 describes 3 unconnected molecules or ions with the total composition C3H8N4 in a non-equilibrium geometry. The level of theory is ωB97M-V with the def2-TZVPD basis set.

Results
net charge = +2
ΔE to the lowest compared entry with this formula, charge and spin = 0.0 kcal/mol
HOMO-LUMO gap = 8.585 eV
LUMO level = -8.73 eV

```
15
Properties=species:S:1:pos:R:3:forces:R:3
C 3.7551 -3.0282 -10.7401 -0.402 0.950 0.177
C -1.8561 0.9988 6.2483 -1.093 -1.199 -0.959
C -0.8455 3.1750 6.3728 0.203 0.991 -0.443
N -2.5182 0.2631 5.6331 0.331 0.618 0.506
N 2.5425 -0.1748 -9.8795 0.942 -2.212 -0.692
N -1.2744 1.8887 6.9169 0.541 0.399 1.198
N 2.9583 -1.1521 -10.1805 -0.399 0.941 0.313
H 4.4969 -3.0714 -9.9530 0.016 0.116 0.114
H -1.6396 3.9155 6.4844 0.037 -0.142 0.037
H -0.5959 3.0774 5.3181 0.007 -0.094 0.084
H 0.0338 3.5102 6.9201 -0.052 -0.142 -0.058
H -2.6147 -0.5572 5.0655 0.099 -0.235 -0.139
H -1.1784 1.7614 7.9236 -0.085 -0.188 -0.184
H 4.0625 -2.7176 -11.7333 -0.053 0.106 0.017
H 2.8282 -3.5774 -10.6220 -0.091 0.091 0.031
```
Positions in Å, forces in eV/Å.

This record from OMol25 describes a molecular structure, C18H42N7O5P2Ti in a non-equilibrium geometry. The level of theory is ωB97M-V with the def2-TZVPD basis set.

Results
net charge = 0
ΔE to the lowest compared entry with this formula, charge and spin = 0.1 kcal/mol
multiplicity = 4
HOMO-LUMO gap (alpha / beta) = 6.718 / 4.317 eV
LUMO level (alpha / beta) = -0.50 / -1.57 eV

```
75
Properties=species:S:1:pos:R:3:forces:R:3
Ti -2.2968 0.6782 1.8977 -0.499 0.403 0.798
O -4.2982 2.0767 4.7326 0.710 -0.045 -0.438
H -3.7546 2.6734 5.2830 -0.181 -0.363 -0.395
C -6.1786 8.2027 -0.9310 -0.091 -1.217 1.251
C -5.6921 8.1713 -2.2224 -0.242 -1.483 -0.759
C -5.2580 6.9333 -2.7625 0.972 -0.668 0.660
C -5.1471 5.7619 -1.9698 -0.431 1.837 -0.312
C -5.6715 5.8397 -0.6826 0.298 -1.026 0.329
C -6.2157 7.0031 -0.1824 0.268 0.653 -0.899
N -4.4185 4.5473 -2.4725 0.194 -0.702 0.565
O -4.2268 3.6198 -1.6968 -0.590 0.788 0.344
O -3.9980 4.5073 -3.6069 -0.397 0.948 -0.377
H -6.5048 9.0601 -0.3611 -0.095 0.477 -0.625
H -5.7418 9.0016 -2.9113 0.172 0.253 0.250
H -4.8256 6.8698 -3.7502 -0.185 0.191 -0.203
H -5.6326 5.0100 0.0076 0.076 -0.350 -0.264
H -6.6434 6.9566 0.8082 0.072 0.268 0.067
O 2.7750 2.2616 1.5776 1.990 1.460 1.019
P 4.2560 2.4276 1.8633 0.542 -1.297 -1.419
N 4.8939 0.9681 2.4807 2.241 1.716 -1.548
C 4.7653 -0.1819 1.5827 -0.160 0.686 0.301
C 4.5747 0.7542 3.8313 -0.611 -0.182 1.531
N 4.9041 3.6360 2.9064 -0.919 -0.218 -0.217
C 6.3391 3.6973 3.3270 -1.402 -1.480 0.253
C 4.2901 4.9540 2.7795 0.650 0.900 -0.864
N 5.0524 2.5693 0.3631 2.163 -0.660 -0.522
C 4.4614 3.2833 -0.7507 -1.407 0.289 0.563
C 6.5458 2.3791 0.1160 -1.507 -0.807 0.518
H 5.4294 -0.0769 0.7248 -0.625 0.356 -0.357
H 3.6901 -0.1455 1.4070 0.022 -1.214 -1.043
H 5.1351 -1.1097 2.0193 -0.439 0.117 0.598
H 3.5114 0.9702 3.9348 -0.280 -0.309 0.866
H 5.1482 1.3933 4.5027 -0.135 0.198 0.018
H 4.8061 -0.2603 4.1560 -0.190 -0.099 -0.214
H 6.4663 2.7875 3.9138 0.479 0.066 0.085
H 7.0823 3.6565 2.5307 -0.180 0.469 -0.177
H 6.4592 4.5354 4.0135 0.058 0.089 -0.317
H 3.2952 4.9530 2.3343 -0.084 -0.324 0.440
H 4.3599 5.6023 3.6529 -0.545 -0.731 0.772
H 4.8839 5.5891 2.1220 0.237 -0.099 -0.776
H 4.7523 3.0046 -1.7636 0.732 -0.395 0.275
H 3.3928 3.0686 -0.7425 -0.156 0.350 0.157
H 4.6229 4.3530 -0.6172 -0.100 0.268 -0.350
H 6.9568 1.6392 0.8028 -0.003 0.409 0.481
H 7.1441 3.2898 0.0887 -0.177 0.175 0.224
H 6.6672 1.8722 -0.8412 -0.239 0.246 -0.303
O -1.6896 -4.1301 -0.0879 0.457 1.795 1.153
P -1.9634 -5.2076 -1.0076 -0.129 -2.837 -1.740
N -1.2237 -6.7100 -0.6270 0.087 0.619 -1.467
C -1.8139 -7.6907 0.2500 -0.784 0.716 1.420
C 0.2300 -6.7979 -0.7729 -0.423 1.003 0.271
N -1.4060 -4.8903 -2.5761 -0.028 -0.114 0.497
C -0.8463 -3.5822 -2.9343 0.365 0.125 -0.107
C -1.3982 -5.9082 -3.6571 0.054 0.730 1.037
N -3.5988 -5.5617 -1.0509 -0.787 -0.271 0.561
C -4.2297 -6.5892 -1.8967 -0.226 0.724 0.481
C -4.4825 -4.9493 -0.0300 0.533 1.115 -0.143
H -1.1377 -8.4784 0.5824 0.276 0.165 -0.449
H -2.7470 -8.1682 -0.0489 0.084 0.082 -0.667
H -2.0749 -7.1299 1.1475 -0.197 -0.354 0.599
H 0.4672 -7.4350 -1.6249 0.552 -0.078 0.239
H 0.7209 -7.0468 0.1680 -0.162 -0.874 -0.010
H 0.6420 -5.7938 -0.8736 -0.069 0.104 -0.765
H 0.1134 -3.7198 -3.4323 0.263 -0.210 0.065
H -1.4092 -2.9766 -3.6446 -0.660 -0.298 -0.084
H -0.6580 -2.9163 -2.0921 -0.202 -0.486 0.312
H -2.3833 -6.0060 -4.1134 0.085 0.102 -0.318
H -0.6448 -5.5873 -4.3764 -0.168 -0.190 -0.172
H -1.1159 -6.8783 -3.2480 0.028 -0.025 -0.021
H -5.0198 -6.1775 -2.5246 0.232 0.571 -0.407
H -3.4956 -7.0770 -2.5380 -0.185 -0.264 0.346
H -4.8363 -7.2510 -1.2785 0.595 -0.667 0.194
H -4.6199 -5.4131 0.9467 0.367 -0.929 -0.143
H -5.4909 -4.7275 -0.3791 0.067 -0.239 -0.584
H -4.0448 -3.9840 0.2246 -0.028 0.044 -0.080
```
Positions in Å, forces in eV/Å.

What did the first record say?
This record from OMol25 describes 3 unconnected molecules or ions with the total composition C3H8N4 in a non-equilibrium geometry. The level of theory is ωB97M-V with the def2-TZVPD basis set.

Results
net charge = +2
ΔE to the lowest compared entry with this formula, charge and spin = 0.0 kcal/mol
HOMO-LUMO gap = 8.585 eV
LUMO level = -8.73 eV

```
15
Properties=species:S:1:pos:R:3:forces:R:3
C 3.7551 -3.0282 -10.7401 -0.402 0.950 0.177
C -1.8561 0.9988 6.2483 -1.093 -1.199 -0.959
C -0.8455 3.1750 6.3728 0.203 0.991 -0.443
N -2.5182 0.2631 5.6331 0.331 0.618 0.506
N 2.5425 -0.1748 -9.8795 0.942 -2.212 -0.692
N -1.2744 1.8887 6.9169 0.541 0.399 1.198
N 2.9583 -1.1521 -10.1805 -0.399 0.941 0.313
H 4.4969 -3.0714 -9.9530 0.016 0.116 0.114
H -1.6396 3.9155 6.4844 0.037 -0.142 0.037
H -0.5959 3.0774 5.3181 0.007 -0.094 0.084
H 0.0338 3.5102 6.9201 -0.052 -0.142 -0.058
H -2.6147 -0.5572 5.0655 0.099 -0.235 -0.139
H -1.1784 1.7614 7.9236 -0.085 -0.188 -0.184
H 4.0625 -2.7176 -11.7333 -0.053 0.106 0.017
H 2.8282 -3.5774 -10.6220 -0.091 0.091 0.031
```
Positions in Å, forces in eV/Å.